Record 1
{"formula": "C7H36NO11", "method": "ωB97M-V/def2-TZVPD", "species": ["C", "C", "C", "C", "C", "C", "C", "N", "H", "H", "H", "H", "H", "H", "H", "H", "H", "H", "H", "H", "H", "H", "H", "H", "O", "H", "H", "O", "H", "H", "O", "H", "H", "O", "H", "H", "O", "H", "H", "O", "H", "H", "O", "H", "H", "O", "H", "H", "O", "H", "H", "O", "H", "H", "O"], "positions_angstrom": [[1.7564, 2.9202, 1.1737], [1.5308, 1.4444, 0.7607], [0.1125, 1.4655, 0.1613], [-0.2165, -0.0511, -0.0481], [-0.8071, -0.4851, -1.1643], [-1.0553, -1.8979, -1.4342], [-1.8105, -2.8121, -0.7930], [2.4842, 0.8989, -0.3321], [2.7121, 3.0985, 1.7230], [0.9409, 3.3153, 1.8005], [1.6474, 3.6166, 0.3319], [1.6777, 0.7882, 1.5995], [-0.4972, 1.9285, 0.9036], [0.0306, 1.9614, -0.8723], [0.1084, -0.6872, 0.7876], [-0.9135, 0.2464, -1.9250], [-0.4040, -2.2287, -2.2814], [-1.8815, -3.7325, -1.3529], [-2.5117, -2.5904, -0.0622], [2.4510, 1.5650, -1.0971], [1.9288, 0.0645, -0.6088], [3.3867, 0.5277, -0.0186], [-0.5461, -1.4397, 3.0141], [0.1427, -1.8194, 4.2513], [-0.0380, -2.2060, 3.3871], [-1.6440, 2.4976, -3.5070], [-2.4584, 1.3103, -3.5153], [-1.7000, 1.6716, -3.0367], [2.3835, -1.7490, 1.4058], [3.6192, -1.0473, 2.0150], [2.8333, -0.8646, 1.4666], [0.2313, 0.9365, -3.4217], [1.2782, 0.0209, -2.5426], [1.0710, 0.8483, -2.9670], [0.5474, -5.7129, -0.6385], [-0.6562, -5.1904, -1.4859], [0.3638, -5.1406, -1.3455], [-2.0261, -0.7056, 3.2535], [-1.9338, -0.0933, 1.7923], [-1.5069, -0.2483, 2.6430], [3.7118, -1.1294, -2.2676], [3.3823, -1.8718, -1.0696], [2.9481, -1.1733, -1.6206], [0.9834, -3.9321, 0.9423], [0.9318, -3.2189, 2.2217], [1.4376, -3.2314, 1.4037], [-0.6550, 4.5145, -1.1416], [-1.1809, 3.2206, -1.6486], [-0.4392, 3.5266, -1.1010], [-4.2312, 1.3246, 1.5630], [-4.7002, -0.1387, 1.8908], [-3.9411, 0.5085, 1.8948], [-2.3666, 3.2933, 0.3347], [-3.2425, 4.3355, 0.6119], [-3.2694, 3.5477, -0.0342]], "forces_ev_per_a": [[1.1, 0.4, 0.2], [-0.1, 2.9, -0.4], [1.1, -3.9, -1.9], [-0.4, 1.4, 0.7], [0.6, -0.6, 1.8], [0.5, -0.9, -0.4], [1.4, 0.9, -2.9], [-2.4, 0.6, 1.4], [-0.6, -0.1, -0.5], [0.3, -0.8, 0.2], [0.6, -0.4, -0.2], [-0.4, -0.2, 0.1], [-0.7, 0.3, 0.3], [0.8, -1.4, 2.4], [-0.4, -0.2, -0.5], [-0.5, 0.0, -0.4], [-0.9, -0.1, 0.5], [-0.1, -0.4, 0.6], [-1.0, 0.4, 1.4], [0.5, -0.1, -0.4], [0.9, 0.5, -0.2], [-0.4, 0.5, -0.1], [0.6, -0.6, -0.7], [0.4, -0.6, 0.3], [-0.3, 0.6, 0.6], [0.5, 0.9, -0.3], [-0.1, -0.6, 0.4], [-0.6, 0.1, -0.7], [0.1, 0.5, 0.0], [-0.5, 0.1, -0.2], [0.9, -1.4, 0.5], [-0.2, -0.7, 0.3], [-0.7, -0.7, -0.4], [1.4, 1.5, -0.2], [0.3, -1.5, 1.4], [2.9, 0.0, 0.5], [-3.0, 1.3, -1.9], [-2.3, -0.6, 1.0], [-0.7, -0.3, 0.4], [2.3, 1.4, -1.2], [-1.5, 0.4, 0.3], [-1.2, 0.5, 0.0], [3.0, -1.8, -1.0], [0.1, -0.2, -1.0], [-0.1, 0.7, 0.8], [0.2, -0.3, -0.1], [0.8, -1.5, 0.2], [0.1, -0.5, 0.2], [-1.6, 4.3, -1.1], [-0.9, 1.7, -0.8], [1.1, 1.4, -0.1], [-0.4, -3.0, 0.7], [-1.2, -0.7, -1.4], [-1.3, -1.0, -1.6], [2.4, 1.7, 3.0]], "lowdin_charge": [-0.04, -0.30, -0.15, -0.09, -0.12, -0.14, 0.04, 0.17, 0.09, 0.09, 0.07, 0.11, 0.10, 0.09, 0.10, 0.05, 0.12, 0.04, 0.04, 0.15, 0.08, 0.14, -0.02, 0.06, -0.08, 0.06, 0.09, -0.04, 0.03, 0.09, -0.08, 0.02, 0.00, -0.04, 0.00, 0.08, -0.07, 0.04, 0.04, -0.03, 0.11, 0.09, -0.07, 0.03, 0.01, -0.05, 0.12, 0.02, -0.12, 0.00, 0.09, -0.04, 0.04, 0.09, -0.11], "energy_ha": -1170.36329, "max_force_ev_per_a": 4.71, "lumo_energy_ev": -2.298, "orbital_gap_ev": 9.42, "total_charge": 1}


Record 2
{"formula": "C7H38NO11", "method": "ωB97M-V/def2-TZVPD", "species": ["C", "C", "C", "C", "C", "C", "C", "N", "H", "H", "H", "H", "H", "H", "H", "H", "H", "H", "H", "H", "H", "H", "H", "H", "H", "H", "O", "H", "H", "O", "H", "H", "O", "H", "H", "O", "H", "H", "O", "H", "H", "O", "H", "H", "O", "H", "H", "O", "H", "H", "O", "H", "H", "O", "H", "H", "O"], "positions_angstrom": [[-2.5643, -2.7411, -0.4389], [-1.7619, -1.5016, -0.1581], [-2.4888, -0.5607, 0.7809], [-2.1658, -0.7850, 2.2739], [-0.7037, -0.9647, 2.5954], [0.0561, 0.2312, 2.1561], [1.3820, 0.3470, 2.2369], [-1.4894, -0.6924, -1.4077], [-3.2358, -2.5029, -1.2882], [-3.0442, -3.1555, 0.4296], [-1.9600, -3.5611, -0.8319], [-0.8341, -1.7061, 0.3563], [-2.4118, 0.5102, 0.6140], [-3.5813, -0.6794, 0.8137], [-2.4702, 0.1165, 2.8415], [-2.8439, -1.5736, 2.6178], [-0.4505, -1.2541, 3.6341], [-0.3471, -1.8178, 1.9925], [-0.4653, 1.0908, 1.7674], [1.9397, 1.2122, 1.8869], [2.0400, -0.4510, 2.5775], [-0.4794, -0.8837, -1.7416], [-1.4005, 0.3188, -1.1642], [-2.2376, -0.7967, -2.1030], [1.3404, 1.8877, -1.7410], [-0.0945, 1.5017, -1.8608], [0.7100, 1.5508, -2.4273], [3.2301, -3.0216, -1.4158], [2.9960, -4.5694, -1.2594], [3.1502, -3.7599, -0.7696], [0.5146, -1.3539, -3.5661], [1.2000, -0.1727, -2.6256], [0.8400, -1.0695, -2.7006], [1.1136, 3.1541, 0.4005], [0.0510, 3.3961, 1.3580], [0.2420, 3.5862, 0.4144], [-0.8206, 3.0791, 3.7920], [-0.3590, 4.4699, 3.4246], [-0.4909, 3.5937, 3.0491], [2.6850, -1.6864, -2.7769], [4.2359, -2.2144, -2.5702], [3.5395, -1.5873, -2.3398], [-1.0623, 2.8330, -0.5506], [-2.4504, 2.5025, -1.0909], [-1.5864, 2.0779, -0.9230], [2.8394, -0.6016, -1.0260], [2.9643, -0.2503, 0.4643], [2.4247, -0.0639, -0.3062], [-3.4978, 4.1333, 0.2432], [-4.2563, 3.1932, 1.0043], [-3.9927, 3.3139, 0.0755], [2.8650, 1.0952, -0.0575], [3.4650, 2.2665, -0.8395], [2.6325, 1.9433, -0.4784], [1.2614, -5.0952, 0.8505], [1.5565, -3.8554, 0.2548], [0.7502, -4.3195, 0.5692]], "forces_ev_per_a": [[0.6, -0.4, -1.8], [-0.8, 1.4, 0.7], [-1.5, 0.6, 1.9], [-0.7, 0.4, 0.9], [0.3, -1.3, -0.4], [1.7, 0.6, 0.4], [0.1, -0.1, -0.1], [1.7, -0.1, 0.5], [-0.4, -0.2, 0.8], [-0.5, 0.3, 0.3], [0.3, 0.1, 0.1], [0.5, -0.2, -0.8], [0.7, -0.1, -0.6], [0.1, -0.3, -0.8], [-0.3, -0.3, -0.4], [0.6, -0.2, 0.3], [-0.5, 0.3, -0.4], [0.2, 0.0, 0.5], [-0.4, 0.1, -0.1], [-0.5, 0.2, 0.2], [-0.3, -0.1, 0.2], [-1.5, -0.4, -0.6], [-0.8, -0.3, 0.1], [0.6, -0.1, 0.1], [0.2, -0.2, -0.5], [0.3, 0.5, -0.9], [0.0, -0.1, 1.3], [-0.3, -0.7, 0.8], [0.0, -0.1, -0.2], [0.2, 0.4, -0.1], [0.3, 0.8, 0.0], [-0.5, 1.2, -0.8], [0.3, -2.0, 0.4], [0.2, 0.2, -0.9], [-0.6, 0.5, -0.3], [0.4, -0.7, 0.9], [0.0, -0.2, -0.1], [0.1, 0.2, -0.1], [-0.2, 0.1, 0.4], [0.0, -0.5, -0.6], [-0.3, 0.2, -0.6], [0.5, 0.5, 0.6], [0.4, -0.6, 0.2], [0.1, -0.6, 0.1], [-0.4, 1.0, -0.1], [0.0, 0.3, 0.6], [-0.1, -1.4, 0.6], [-0.4, -6.7, -0.1], [0.0, 0.0, -0.8], [-0.4, -0.7, -0.4], [0.3, 0.8, 1.2], [-0.2, 1.5, -0.8], [-0.1, 0.6, 0.0], [1.0, 5.7, -0.3], [-0.9, -0.3, 0.3], [-0.7, 0.5, -0.3], [1.3, -0.1, 0.0]], "lowdin_charge": [-0.02, -0.33, -0.17, -0.20, -0.21, -0.17, 0.01, 0.20, 0.10, 0.09, 0.08, 0.12, 0.09, 0.13, 0.12, 0.12, 0.14, 0.10, 0.09, 0.05, 0.08, 0.11, 0.09, 0.17, 0.03, 0.01, -0.07, 0.00, 0.06, -0.06, 0.10, 0.03, -0.05, 0.03, 0.00, -0.06, 0.06, 0.07, -0.04, 0.04, 0.09, -0.04, 0.04, 0.06, -0.10, 0.06, 0.08, -0.02, 0.06, 0.06, -0.05, -0.10, 0.08, -0.10, 0.04, -0.01, -0.09], "energy_ha": -1171.60111, "max_force_ev_per_a": 6.69, "lumo_energy_ev": -2.460, "orbital_gap_ev": 9.70, "total_charge": 1}


Record 3
{"formula": "C7H38O14", "method": "ωB97M-V/def2-TZVPD", "species": ["C", "C", "C", "C", "C", "C", "C", "H", "H", "H", "H", "H", "H", "H", "H", "H", "H", "H", "H", "O", "H", "H", "O", "H", "H", "O", "H", "H", "O", "H", "H", "O", "H", "H", "O", "H", "H", "O", "H", "H", "O", "H", "H", "O", "H", "H", "O", "H", "H", "O", "H", "H", "O", "H", "H", "O", "H", "H", "O"], "positions_angstrom": [[1.5488, 0.6401, 1.8970], [2.4305, 1.6274, 2.3707], [-0.2355, 1.1873, 0.2244], [0.9983, 0.6929, 0.5216], [1.8646, 0.3691, -0.6340], [1.3032, 0.0911, -1.7870], [-0.5934, 2.0782, -1.0066], [1.1179, -0.1995, 2.4475], [2.6112, 2.4699, 1.6122], [2.8682, 1.6884, 3.2547], [-0.9168, 1.3577, 1.0651], [2.9520, 0.4077, -0.4447], [1.8125, -0.3436, -2.7138], [0.2426, 0.0081, -1.9393], [-0.9987, 3.0468, -0.7710], [0.2378, 2.2784, -1.6923], [-1.3140, 1.5246, -1.6055], [3.3108, 4.6010, 1.1921], [2.8701, 3.9664, -0.0867], [3.6496, 4.1438, 0.4329], [-0.6974, -2.7625, 4.0519], [-1.8963, -2.8271, 3.0620], [-1.0588, -2.3408, 3.2143], [2.0554, -2.8600, 2.6112], [0.7002, -2.9932, 2.0296], [1.5200, -2.4558, 1.9348], [-5.5984, -0.1149, -0.7153], [-4.0950, 0.1942, -0.4476], [-4.7969, -0.4633, -0.4834], [-4.0368, -3.2042, -1.2312], [-3.4292, -2.4662, -0.0344], [-3.8168, -3.2832, -0.3283], [-0.8394, -2.1098, -3.6032], [0.4854, -2.8711, -3.3165], [-0.0034, -1.9984, -3.1811], [-0.5050, -1.9641, 0.2736], [-0.4057, -2.5149, -1.2387], [-0.9462, -2.4797, -0.4453], [-0.3135, 0.8814, 5.6318], [-0.0568, 0.5320, 4.1876], [-0.5506, 0.2666, 4.9545], [-0.2342, -0.2403, -3.9515], [-1.3548, 0.6043, -4.0624], [-0.9238, -0.1253, -4.5595], [-1.6492, -4.2117, 0.7938], [-2.9893, -3.8365, 1.7538], [-2.0769, -4.2006, 1.6992], [1.2090, 2.6372, -3.7185], [0.3953, 2.3776, -5.0873], [0.7642, 1.8850, -4.2973], [5.0299, 2.3420, 0.4446], [4.9048, 0.7271, 0.8194], [5.4123, 1.4645, 0.4616], [1.6875, 3.9612, -3.1274], [2.7211, 2.8920, -2.4100], [1.9877, 3.4000, -2.3546], [-4.8688, 0.4738, 1.4303], [-3.9896, -0.0924, 2.4581], [-4.2758, 0.7525, 2.1474]], "forces_ev_per_a": [[1.2, 1.7, 1.5], [-4.3, -1.4, -6.9], [0.6, 2.1, 0.8], [-0.6, 1.1, -1.5], [0.9, 0.6, 1.4], [1.0, -1.9, -2.8], [0.4, -1.9, -0.2], [0.7, 0.2, 0.5], [0.0, -1.4, 1.4], [1.7, -0.1, 3.9], [0.2, -0.1, -0.1], [-0.6, -0.3, -0.4], [-0.1, 1.2, 1.5], [-0.2, 0.1, 0.5], [-0.4, 0.2, 0.7], [-0.1, -0.4, 0.6], [-0.4, 0.2, -0.3], [-0.1, 0.4, 0.7], [-0.5, -0.1, -0.6], [0.6, -0.2, -0.3], [-0.7, 1.0, -1.5], [1.1, 0.2, -0.1], [0.2, -0.7, 1.9], [0.7, 0.0, 0.3], [0.3, 0.8, -0.2], [-0.9, -0.8, -0.2], [-2.9, 1.8, -1.1], [-0.4, 0.3, -0.2], [3.3, -1.9, 1.2], [-0.3, 0.5, -1.4], [0.3, 0.6, -0.4], [-0.1, -1.1, 1.6], [-1.1, -0.1, -0.7], [-0.9, 1.8, 0.2], [2.2, -2.7, 0.6], [-0.1, -0.5, -1.2], [0.4, 0.6, 0.0], [-0.2, 0.2, 1.3], [0.2, 0.6, 0.6], [0.3, 0.2, -0.6], [-0.5, -0.8, 0.0], [2.2, -0.7, 0.8], [-0.1, -0.4, -1.0], [-2.7, 1.3, -0.4], [-1.7, 0.7, 1.2], [1.1, -0.7, -1.4], [0.1, -0.5, -0.1], [-1.5, -2.9, -1.7], [0.6, -1.0, 1.2], [0.7, 3.4, 0.1], [-1.0, -0.2, 0.5], [-0.5, 1.0, 0.1], [1.4, -0.7, -0.5], [1.8, -0.7, 1.5], [3.8, -2.2, -1.2], [-4.9, 3.9, 0.1], [0.1, 0.3, 0.2], [0.6, -0.8, 0.7], [-0.6, 0.5, -0.7]], "lowdin_charge": [-0.11, 0.06, -0.06, -0.28, -0.12, -0.03, -0.09, 0.07, 0.06, -0.01, 0.10, 0.10, 0.10, 0.04, 0.07, 0.02, 0.05, 0.04, 0.01, -0.04, 0.08, 0.02, -0.11, 0.03, 0.03, -0.07, 0.00, 0.06, 0.00, 0.02, 0.00, -0.04, 0.04, 0.12, -0.09, 0.05, 0.00, -0.06, 0.02, -0.01, -0.04, -0.06, 0.05, -0.06, 0.06, 0.05, -0.11, 0.03, 0.08, -0.12, -0.01, 0.02, -0.07, 0.11, 0.01, -0.02, 0.01, 0.02, -0.05], "energy_ha": -1342.66572, "max_force_ev_per_a": 8.20, "lumo_energy_ev": 0.009, "orbital_gap_ev": 8.26}


Record 4
{"formula": "C7H39BO14", "method": "ωB97M-V/def2-TZVPD", "species": ["C", "C", "C", "C", "C", "C", "C", "O", "B", "O", "O", "H", "H", "H", "H", "H", "H", "H", "H", "H", "H", "H", "H", "H", "H", "H", "H", "H", "O", "H", "H", "O", "H", "H", "O", "H", "H", "O", "H", "H", "O", "H", "H", "O", "H", "H", "O", "H", "H", "O", "H", "H", "O", "H", "H", "O", "H", "H", "O", "H", "H"], "positions_angstrom": [[-0.0076, -0.4068, 0.8882], [1.2888, 0.4733, 0.9627], [1.9801, 0.4465, -0.4454], [1.0728, 1.8975, 1.5853], [0.9152, 3.0670, 0.5707], [1.2204, 4.3975, 1.3833], [-0.5579, 3.2535, 0.0521], [-1.4819, 3.4688, 1.1513], [-2.5564, 2.5972, 0.8826], [-3.6147, 2.9912, 0.0043], [-2.5616, 1.3151, 1.4607], [-0.4924, -0.3828, 1.8840], [0.3352, -1.4274, 0.6289], [-0.6999, -0.0128, 0.1203], [1.9751, -0.0734, 1.6551], [1.1921, 0.3801, -1.2201], [2.6031, -0.4708, -0.4799], [2.6806, 1.2913, -0.6126], [0.1212, 1.8609, 2.1693], [1.8627, 2.1383, 2.3279], [1.6346, 3.0675, -0.2663], [0.9595, 4.2735, 2.4531], [0.7570, 5.2890, 0.9217], [2.3252, 4.5542, 1.3661], [-0.5826, 4.2025, -0.5312], [-0.8163, 2.3669, -0.5655], [-3.2293, 2.9406, -0.8771], [-3.2813, 0.8571, 1.0124], [-0.7666, 1.5100, -2.7852], [-0.5084, 1.7518, -3.6812], [-1.3807, 0.7793, -2.9127], [-6.5522, 1.3612, 0.7086], [-5.8382, 1.8485, 0.2791], [-6.2315, 1.2210, 1.6077], [-5.8036, 0.2378, 3.6731], [-4.9540, -0.1728, 3.8625], [-5.8415, 0.9870, 4.2761], [1.3201, -2.2801, -1.7355], [2.1625, -2.6611, -2.0024], [0.8050, -3.0384, -1.4434], [1.7335, -3.7493, -4.1843], [1.9700, -3.9766, -5.0931], [0.7953, -3.5463, -4.2277], [1.1639, -3.1832, 2.2002], [2.0135, -3.6104, 2.4029], [1.1132, -2.4536, 2.8225], [3.5605, -3.9313, 3.4591], [4.4053, -4.3646, 3.6479], [3.5213, -3.2052, 4.0884], [6.1162, -5.5191, 3.6238], [6.2417, -6.1912, 2.9470], [6.2271, -5.9959, 4.4526], [3.2398, -5.5767, -6.1674], [3.3815, -6.2491, -6.8395], [3.3444, -6.0496, -5.3355], [-7.1071, 0.2734, -2.0569], [-8.0660, 0.3048, -2.0972], [-6.9165, 0.1600, -1.1159], [1.6311, 3.5939, -3.7640], [1.0291, 2.9460, -3.3876], [1.1498, 4.4245, -3.7038]], "forces_ev_per_a": [[1.0, 0.5, 0.2], [0.3, -0.3, 0.0], [0.2, -0.3, 0.8], [-0.7, -0.5, -0.6], [-0.8, 1.7, 1.6], [1.0, -0.6, -0.3], [1.4, 0.2, 0.0], [-0.7, -1.5, -0.6], [0.4, 0.1, 0.7], [1.0, -1.0, 0.7], [-0.4, 1.8, -0.8], [0.0, -0.2, -0.6], [-0.5, 0.5, 0.1], [0.3, -0.3, 0.4], [-0.4, 0.4, -0.3], [0.7, 0.2, 0.2], [-0.6, 0.5, -0.3], [-0.6, -0.4, 0.0], [0.6, 0.1, -0.3], [-0.2, -0.1, -0.7], [-0.6, -0.4, 0.2], [-0.2, 0.3, -0.7], [0.1, -0.4, 0.4], [-0.7, 0.0, 0.0], [0.0, -0.8, -0.1], [-0.1, 0.5, 0.2], [-0.3, 0.4, -0.3], [-0.1, -0.4, 0.3], [-0.1, 0.1, -0.2], [-0.1, -0.1, -0.1], [0.1, -0.1, 0.1], [0.3, 0.0, -0.1], [0.0, 0.2, -0.1], [-0.1, -0.2, 0.2], [0.0, 0.1, -0.1], [0.0, 0.0, -0.1], [-0.1, 0.0, 0.0], [-0.2, -0.1, 0.1], [0.0, 0.0, -0.2], [0.0, 0.0, 0.1], [0.1, -0.2, -0.3], [0.1, -0.1, 0.1], [0.0, 0.1, 0.1], [0.1, -0.2, 0.0], [-0.2, 0.1, 0.0], [-0.1, 0.1, 0.0], [0.2, 0.0, 0.3], [0.1, -0.2, -0.3], [0.0, 0.0, 0.0], [-0.1, 0.0, 0.1], [0.0, 0.1, -0.1], [0.0, 0.0, 0.1], [0.0, -0.1, 0.1], [0.0, 0.1, -0.1], [0.0, 0.1, 0.1], [0.1, -0.2, 0.0], [0.0, 0.0, 0.0], [0.0, 0.2, 0.1], [-0.1, 0.0, -0.1], [0.2, 0.0, 0.3], [0.0, 0.1, 0.0]], "lowdin_charge": [-0.08, -0.37, -0.08, -0.14, -0.30, -0.07, -0.15, 0.06, -0.74, 0.13, 0.16, 0.08, 0.05, 0.07, 0.12, 0.06, 0.07, 0.07, 0.12, 0.11, 0.12, 0.08, 0.08, 0.08, 0.13, 0.10, 0.10, 0.10, -0.04, 0.04, 0.06, -0.05, 0.02, 0.01, -0.05, 0.04, 0.05, -0.06, 0.03, 0.04, -0.06, 0.01, 0.04, -0.07, 0.00, 0.02, -0.05, 0.01, 0.05, -0.04, 0.05, 0.05, -0.05, 0.04, 0.04, -0.07, 0.03, 0.00, -0.05, -0.01, 0.04], "smiles": "CC(C)C[C@H](C)COB(O)O.O.O.O.O.O.O.O.O.O.O.O", "energy_ha": -1368.40481, "max_force_ev_per_a": 2.49, "lumo_energy_ev": 0.202, "orbital_gap_ev": 10.16}